Record 1
This record from the OMol25 dataset describes a 2-piece molecular cluster, CH5BO3 overall at a distorted geometry. The level of theory is ωB97M-V with the def2-TZVPD basis set.

Values from the calculation:
max |F|	6.00	eV/Å
HOMO-LUMO gap	0.40402	Eh
M	75.9	g/mol
energy relative to the best compared isomer or geometry (same formula, charge and spin)	158.1	kJ/mol
LUMO	0.33	eV

The geometry in ORCA input format:
```
! RIJCOSX wB97M-V def2-TZVPD def2/J DEFGRID3
* xyz 0 1
B 1.289 -0.039 -0.024
C -1.384 0.211 0.009
O 0.998 -1.339 -0.372
O 2.560 0.533 0.072
O 0.412 0.921 0.220
H -1.471 0.016 -1.064
H -1.756 1.188 0.304
H -1.322 -0.638 0.767
H 1.920 -1.760 -0.490
H 2.426 1.447 0.391
*
```

***

Record 2
This record from the OMol25 dataset describes one molecule with the formula C9H9N at a distorted geometry. The level of theory is ωB97M-V with the def2-TZVPD basis set.

Values from the calculation:
max |F|	6.84	eV/Å
HOMO-LUMO gap (spin up / spin down)	0.17908 / 0.21707	Eh
M	131.2	g/mol
energy relative to the best compared isomer or geometry (same formula, charge and spin)	19.7	kJ/mol
LUMO (spin up / spin down)	0.89 / -2.55	eV

The geometry in ORCA input format:
```
! RIJCOSX wB97M-V def2-TZVPD def2/J DEFGRID3
* xyz 0 3
C -1.018 -0.195 2.750
C 0.237 0.428 2.414
C -1.855 -0.581 1.676
C 0.667 0.564 1.086
C -1.417 -0.486 0.336
C -0.251 0.198 0.123
C 1.052 0.186 -2.095
C 2.302 0.302 -2.179
C -0.353 -0.333 -2.386
N -0.080 0.551 -1.206
H -1.290 -0.146 3.772
H 0.938 0.545 3.290
H -2.840 -1.001 1.863
H 1.615 1.082 0.978
H -1.938 -0.760 -0.591
H 2.749 0.934 -1.465
H 2.975 -0.057 -3.029
H -1.025 0.259 -3.085
H -0.469 -1.490 -2.254
*
```

***

Record 3
This record from the OMol25 dataset describes C7H10BCdF4N as an isolated structure at a distorted geometry. The level of theory is ωB97M-V with the def2-TZVPD basis set.

Values from the calculation:
max |F|	1.97	eV/Å
HOMO-LUMO gap	0.19349	Eh
M	307.4	g/mol
energy relative to the best compared isomer or geometry (same formula, charge and spin)	0.0	kJ/mol
LUMO	5.88	eV

The geometry in ORCA input format:
```
! RIJCOSX wB97M-V def2-TZVPD def2/J DEFGRID3
* xyz -2 1
C -0.444 1.583 -2.537
C 0.934 1.444 -2.188
C 1.069 1.697 -0.801
C -0.255 1.953 -0.260
C -1.174 1.911 -1.373
Cd -0.285 -0.209 0.715
N -1.598 -1.668 -0.301
C -0.405 -2.558 -0.509
C 0.887 -1.821 -0.302
H 1.999 1.710 -0.229
H 1.744 1.215 -2.879
H -0.461 2.398 0.713
H -2.245 2.126 -1.314
H -0.851 1.484 -3.546
H 1.302 -1.421 -1.227
H -0.394 -3.472 0.126
H -2.261 -2.195 0.284
H 1.598 -2.294 0.372
H -0.451 -2.912 -1.563
F 0.920 0.846 2.517
B 0.263 0.216 3.688
F -0.607 -0.794 3.058
F 1.225 -0.393 4.475
F -0.511 1.154 4.353
*
```

***

Record 4
This record from the OMol25 dataset describes a 2-piece molecular cluster, C5H9NO overall at a distorted geometry. The level of theory is ωB97M-V with the def2-TZVPD basis set.

Values from the calculation:
max |F|	1.07	eV/Å
structure (SMILES)	C=C(C)C#N.CO
HOMO-LUMO gap	0.37913	Eh
M	99.1	g/mol
energy relative to the best compared isomer or geometry (same formula, charge and spin)	200.1	kJ/mol
LUMO	0.45	eV

The geometry in ORCA input format:
```
! RIJCOSX wB97M-V def2-TZVPD def2/J DEFGRID3
* xyz 0 1
C 2.431 0.798 -0.352
O 1.603 0.917 0.790
C -0.377 -1.422 0.579
C -1.426 -0.789 0.046
C -1.529 0.694 -0.212
C -2.574 -1.572 -0.352
N -3.501 -2.179 -0.690
H 2.652 1.774 -0.801
H 1.877 0.198 -1.079
H 3.375 0.282 -0.128
H -0.389 -2.498 0.721
H 0.507 -0.867 0.881
H 2.043 1.462 1.451
H -2.426 1.107 0.262
H -0.645 1.212 0.169
H -1.619 0.883 -1.288
*
```

***

Record 5
This record from the OMol25 dataset describes C22H14F5N2O3SW as an isolated structure at a distorted geometry. The level of theory is ωB97M-V with the def2-TZVPD basis set.

Values from the calculation:
max |F|	1.43	eV/Å
HOMO-LUMO gap (spin up / spin down)	0.24229 / 0.23607	Eh
M	665.3	g/mol
energy relative to the best compared isomer or geometry (same formula, charge and spin)	482.2	kJ/mol
LUMO (spin up / spin down)	-4.81 / -4.95	eV

The geometry in ORCA input format:
```
! RIJCOSX wB97M-V def2-TZVPD def2/J DEFGRID3
* xyz 1 1
W -0.005 0.455 -0.585
O 1.777 -0.287 -0.441
C 2.681 0.464 0.257
C 3.977 0.656 -0.198
C 4.819 1.481 0.530
C 4.384 2.113 1.693
C 3.093 1.918 2.154
C 2.238 1.093 1.433
C 0.866 0.660 1.802
N -0.281 1.240 1.685
C -0.438 2.681 1.418
C -0.461 3.006 -0.082
N -1.132 2.114 -1.053
C -2.153 1.263 -1.120
C -2.385 0.566 -2.413
C -3.642 0.385 -2.981
C -3.747 -0.207 -4.224
C -2.602 -0.598 -4.912
C -1.344 -0.424 -4.366
C -1.235 0.136 -3.100
O -0.025 0.224 -2.488
H 4.302 0.164 -1.104
H 5.832 1.636 0.186
H 5.062 2.746 2.248
H 2.761 2.380 3.074
H 0.779 -0.399 2.075
H 0.373 3.266 1.855
H -1.375 2.966 1.891
H 0.578 3.043 -0.451
H -0.824 4.026 -0.226
H -3.634 0.433 -0.218
H -4.531 0.731 -2.468
H -4.723 -0.350 -4.667
H -2.688 -1.055 -5.888
H -0.452 -0.743 -4.888
F 0.494 -4.831 4.253
C 0.149 -4.062 3.237
C 1.037 -3.852 2.195
F 2.228 -4.431 2.209
C 0.665 -3.047 1.132
F 1.510 -2.897 0.126
C -0.581 -2.432 1.085
S -1.151 -1.464 -0.277
C -1.459 -2.670 2.142
F -2.664 -2.103 2.152
C -1.107 -3.473 3.209
F -1.958 -3.680 4.207
O -3.007 1.161 -0.098
*
```

***

Record 6
This record from the OMol25 dataset describes a 10-piece molecular cluster, C31H69Br2N10O11P overall at a distorted geometry. The level of theory is ωB97M-V with the def2-TZVPD basis set.

Values from the calculation:
max |F|	2.71	eV/Å
structure (SMILES)	O=C1NC[C@H](Br)[C@H]1P(O)Br.CNC(C)=O.CNC(C)=O.CNC(C)=O.CNC(C)=O.CNC(C)=O.CNC(C)=O.CNC(C)=O.CNC(C)=O.CNC(C)=O
HOMO-LUMO gap	0.32943	Eh
M	948.7	g/mol
LUMO	0.51	eV

The geometry in ORCA input format:
```
! RIJCOSX wB97M-V def2-TZVPD def2/J DEFGRID3
* xyz 0 1
O -6.057 1.296 2.406
C -5.145 0.712 2.997
N -5.232 0.251 4.354
C -4.001 -0.547 4.607
C -3.686 -1.051 3.197
Br -2.133 -2.161 2.979
C -3.770 0.293 2.455
P -3.504 0.572 0.661
O -2.038 -0.111 0.418
Br -4.858 -0.928 -0.320
H -6.079 -0.309 4.410
H -4.098 -1.290 5.401
H -3.227 0.182 4.887
H -4.568 -1.635 2.902
H -3.071 1.026 2.905
H -1.424 0.631 0.304
C 2.373 -5.497 1.522
C 1.152 -4.788 2.069
O 0.215 -5.404 2.555
N 1.132 -3.434 1.989
C 2.140 -2.544 1.439
H 2.231 -6.565 1.657
H 2.509 -5.285 0.461
H 3.273 -5.188 2.055
H 0.286 -3.015 2.359
H 2.494 -1.841 2.189
H 1.730 -1.966 0.610
H 2.988 -3.114 1.073
C -3.331 4.480 -2.869
C -2.820 3.083 -2.591
O -2.274 2.799 -1.532
N -2.986 2.152 -3.554
C -3.610 2.305 -4.850
H -3.123 5.098 -2.001
H -2.835 4.911 -3.740
H -4.407 4.473 -3.045
H -2.605 1.239 -3.333
H -4.454 1.621 -4.950
H -2.896 2.078 -5.643
H -3.971 3.320 -4.985
C -1.987 -2.689 -5.595
C -2.482 -1.868 -4.432
O -2.144 -0.699 -4.271
N -3.332 -2.457 -3.558
C -3.849 -3.810 -3.578
H -1.328 -2.079 -6.202
H -1.443 -3.570 -5.249
H -2.819 -3.017 -6.217
H -3.628 -1.849 -2.817
H -4.938 -3.802 -3.649
H -3.572 -4.340 -2.667
H -3.449 -4.353 -4.425
C 3.345 2.639 1.238
C 2.676 1.324 0.912
O 3.316 0.286 0.797
N 1.329 1.331 0.766
C 0.412 2.457 0.894
H 4.413 2.472 1.331
H 3.169 3.371 0.448
H 2.974 3.047 2.179
H 0.947 0.423 0.549
H -0.316 2.268 1.682
H -0.133 2.612 -0.041
H 0.957 3.363 1.136
C 1.090 -1.540 -9.705
C -0.156 -0.964 -9.071
O -1.006 -1.672 -8.558
N -0.297 0.388 -9.087
C 0.602 1.379 -9.642
H 1.048 -2.620 -9.606
H 1.144 -1.282 -10.763
H 1.987 -1.172 -9.207
H -1.143 0.708 -8.643
H 0.946 2.064 -8.866
H 0.102 1.963 -10.417
H 1.469 0.897 -10.083
C 4.010 -0.686 4.092
C 4.170 -0.409 5.566
O 3.579 0.508 6.114
N 5.014 -1.212 6.268
C 5.795 -2.331 5.782
H 3.324 0.048 3.681
H 4.962 -0.601 3.568
H 3.602 -1.683 3.919
H 5.079 -0.973 7.245
H 5.517 -3.250 6.301
H 6.861 -2.157 5.942
H 5.627 -2.472 4.719
C 5.120 3.034 5.014
C 5.420 4.380 4.402
O 5.323 4.587 3.203
N 5.805 5.377 5.246
C 5.969 5.317 6.685
H 4.825 2.354 4.222
H 5.998 2.629 5.520
H 4.304 3.099 5.733
H 5.991 6.251 4.781
H 5.306 6.028 7.179
H 6.997 5.555 6.966
H 5.736 4.322 7.048
C -1.303 -8.265 -2.746
C -1.146 -6.828 -3.191
O -1.324 -6.494 -4.352
N -0.800 -5.917 -2.244
C -0.555 -6.140 -0.830
H -1.580 -8.857 -3.613
H -0.370 -8.650 -2.335
H -2.083 -8.356 -1.989
H -0.710 -4.978 -2.599
H -1.245 -5.550 -0.226
H 0.460 -5.842 -0.572
H -0.685 -7.187 -0.579
C -2.482 5.229 3.790
C -2.294 4.733 2.376
O -2.305 3.546 2.090
N -2.107 5.656 1.400
C -2.057 7.099 1.522
H -2.618 4.367 4.436
H -1.609 5.790 4.126
H -3.362 5.869 3.864
H -1.996 5.246 0.483
H -2.845 7.562 0.924
H -1.095 7.482 1.177
H -2.193 7.395 2.557
*
```